a:
33
Properties=species:S:1:pos:R:3:mulliken_charge:R:1 method="wB97M-V/def2-TZVPD" orbital_gap_ev=10.319 e_homo_ev=-10.70 total_charge=0
H 2.80 -2.06 -0.82 0.307
H 2.89 1.40 0.64 0.312
H 1.56 -0.96 -2.38 0.387
H -1.15 -1.92 -1.38 0.300
O -0.97 3.50 0.12 -0.642
H 1.31 0.55 -2.59 0.373
O 0.20 -1.01 2.04 -0.586
H -0.05 -2.47 -0.44 0.290
O 0.40 0.56 -0.31 -0.373
H 1.97 -3.18 -1.47 0.274
O -2.64 -2.05 1.74 -0.600
H 0.48 -1.93 1.94 0.229
H -1.06 3.25 -0.80 0.298
O -1.01 -2.34 -0.52 -0.673
H 2.11 2.92 -1.61 0.299
H 2.96 2.28 -2.71 0.254
H -0.12 -0.96 2.95 0.272
O 1.00 -0.33 -2.85 -0.684
H 1.56 1.16 1.31 0.333
H -1.94 -2.16 1.06 0.409
H -2.38 0.31 2.16 0.335
O 2.39 1.64 1.42 -0.651
H -0.06 -0.12 0.22 0.109
H -2.39 0.79 -0.27 0.331
H 0.25 0.30 -1.23 0.299
O -3.08 0.28 -0.70 -0.607
H -3.81 0.28 -0.06 0.306
O 2.27 2.09 -2.07 -0.579
O -1.88 1.15 2.24 -0.629
H -2.25 -2.38 2.56 0.291
H -0.97 0.87 2.32 0.309
O 1.89 -2.34 -1.00 -0.629
H -0.31 2.89 0.48 0.334



b:
33
Properties=species:S:1:pos:R:3:mulliken_charge:R:1 method="wB97M-V/def2-TZVPD" orbital_gap_ev=9.657 e_homo_ev=-10.25 total_charge=0
O 4.99 -26.35 -0.39 -0.377
H 6.77 -28.76 0.48 0.351
H 8.20 -27.21 -1.15 0.393
H 5.50 -23.80 2.94 0.262
H 2.28 -24.79 0.31 0.321
H 4.62 -24.48 1.89 0.358
H 8.48 -24.33 0.76 0.283
H 3.04 -28.81 -0.21 0.373
H 3.57 -22.69 0.69 0.298
H 2.63 -29.85 0.83 0.282
H 2.22 -28.98 -2.46 0.344
O 6.70 -28.63 -0.48 -0.641
O 3.34 -25.71 -2.88 -0.650
H 4.16 -26.31 -0.88 0.216
O 7.54 -24.54 0.78 -0.568
H 4.64 -22.91 -0.39 0.264
O 3.40 -29.42 0.45 -0.605
H 7.90 -25.77 -0.75 0.325
H 7.18 -24.05 1.53 0.230
O 4.94 -24.57 2.80 -0.595
H 3.57 -26.13 -3.72 0.295
O 3.98 -23.38 0.14 -0.568
H 0.90 -24.12 0.25 0.296
H 2.62 -27.49 -2.30 0.335
O 8.49 -26.30 -1.30 -0.683
H 6.09 -27.87 -0.57 0.329
H 5.28 -25.44 -0.32 0.179
H 3.34 -24.76 -3.06 0.255
O 5.23 -28.35 2.51 -0.655
H 5.38 -27.51 2.06 0.301
O 1.38 -24.84 0.67 -0.632
O 2.13 -28.21 -1.87 -0.648
H 4.85 -28.94 1.84 0.330



Which structure wins on stability? a wins.



a:
16
Properties=species:S:1:pos:R:3:mulliken_charge:R:1 method="wB97M-V/def2-TZVPD" orbital_gap_ev=9.234 e_homo_ev=-9.48 total_charge=0
H -0.85 1.78 -0.23 0.373
H 3.22 0.80 0.38 0.368
C 1.12 0.29 -0.02 -0.288
N -4.22 -1.34 0.17 -0.432
C -3.19 -0.83 0.01 0.194
N 0.37 -0.94 -0.22 0.141
N -0.91 -1.14 -0.18 -0.657
C -1.80 1.23 -0.12 -0.099
H 3.00 -0.50 -0.77 0.358
C -1.86 -0.25 -0.12 0.520
O -2.82 1.88 0.02 -0.478
H 2.73 -0.83 0.95 0.385
H 0.76 0.78 0.91 0.396
C 2.60 -0.08 0.16 -1.424
H 0.89 -1.82 -0.07 0.309
H 0.97 0.98 -0.86 0.333



b:
16
Properties=species:S:1:pos:R:3:mulliken_charge:R:1 method="wB97M-V/def2-TZVPD" orbital_gap_ev=9.621 e_homo_ev=-9.02 total_charge=0
H -0.92 -0.56 1.15 0.284
H -1.90 -0.49 -1.36 0.259
C 0.76 2.60 0.72 -0.217
H 0.56 -1.31 0.35 0.294
H 2.35 -0.29 1.11 0.238
H -0.27 -3.12 -0.95 0.228
C -0.96 -2.42 -1.42 -0.803
C -1.11 -1.17 -0.95 -0.048
C 1.17 1.19 0.64 0.510
O -0.93 1.55 -0.13 -0.148
N -0.47 2.76 0.33 -0.327
N 2.25 0.76 1.23 -0.724
H 1.25 3.41 1.22 0.427
C -0.35 -0.67 0.23 -0.354
N 0.16 0.61 0.00 0.104
H -1.59 -2.84 -2.17 0.277



Which structure wins on stability? a wins.



a:
16
Properties=species:S:1:pos:R:3:mulliken_charge:R:1 method="wB97M-V/def2-TZVPD" orbital_gap_ev=8.917 e_homo_ev=-8.25 total_charge=0
N 1.12 0.61 -0.25 -0.277
O -1.18 2.18 -0.09 -0.455
C -0.17 0.04 -0.10 0.210
H 1.30 1.02 -1.25 0.285
H -2.66 -2.07 -0.20 0.418
H 4.15 -0.33 0.37 0.265
H -0.44 2.51 0.63 0.377
H -3.41 0.47 0.07 0.403
C -2.42 0.05 0.11 -0.605
C -0.61 -1.26 -0.13 -0.403
C -2.02 -1.25 -0.04 -0.613
H 1.97 -0.73 1.14 0.362
H 0.01 -2.12 -0.44 0.377
N 3.38 0.16 -0.14 -0.623
N -1.26 0.83 0.07 0.247
C 2.23 -0.11 0.27 0.033



b:
16
Properties=species:S:1:pos:R:3:mulliken_charge:R:1 method="wB97M-V/def2-TZVPD" orbital_gap_ev=9.609 e_homo_ev=-9.47 total_charge=0
H -2.59 -1.09 1.67 0.324
H 1.17 -1.00 -1.82 0.338
H -1.85 1.84 -0.34 0.236
N 2.76 -1.06 -0.29 -0.395
C -0.03 1.13 -0.39 -0.387
H -2.32 -0.39 -1.28 0.204
N 3.10 -0.39 0.82 -0.422
O -2.94 -0.89 0.74 -0.516
N 1.14 0.33 -0.04 0.090
H -1.22 -1.55 -0.31 0.246
C 2.09 0.48 0.97 -0.063
H 1.90 0.96 2.03 0.308
C -1.94 -0.59 -0.19 -0.191
C -1.35 0.80 -0.09 -0.214
H 0.36 2.10 -0.63 0.383
C 1.72 -0.68 -0.85 0.060



Which structure wins on stability? a wins.